[1]
{"formula": "C18H51InN3Na2O10S", "method": "ωB97M-V/def2-TZVPD", "e_homo_ev": -13.733, "charge": 3, "orbital_gap_ev": 1.41, "spin_multiplicity": 1, "symbols": ["In", "Na", "Na", "S", "O", "O", "O", "O", "C", "C", "C", "O", "C", "N", "H", "H", "H", "H", "H", "H", "H", "H", "H", "H", "H", "C", "C", "C", "O", "C", "N", "H", "H", "H", "H", "H", "H", "H", "H", "H", "H", "H", "C", "C", "C", "O", "C", "N", "H", "H", "H", "H", "H", "H", "H", "H", "H", "H", "H", "C", "C", "O", "H", "H", "H", "H", "H", "H", "C", "C", "O", "H", "H", "H", "H", "H", "H", "C", "C", "O", "H", "H", "H", "H", "H", "H"], "positions_angstrom": [[28.34470, 4.42767, -11.40760], [27.62769, 11.07228, -15.44056], [24.74498, 10.51576, -9.68998], [23.67570, 7.16427, -14.07927], [23.97276, 8.51824, -14.40110], [24.67417, 6.35452, -14.75772], [23.99802, 7.00730, -12.66889], [22.26991, 6.75045, -14.20752], [17.48872, 12.31565, -12.58777], [18.23681, 12.46796, -11.27200], [17.29220, 12.23233, -10.08711], [16.31275, 13.25166, -10.14115], [15.47253, 13.25479, -8.97320], [19.29652, 11.52193, -11.20476], [16.91520, 11.38939, -12.55295], [18.20350, 12.23281, -13.40651], [16.79942, 13.13249, -12.80160], [18.77996, 13.40906, -11.18596], [17.81030, 12.25890, -9.12848], [16.86299, 11.24239, -10.24171], [16.02848, 13.28727, -8.03621], [14.69529, 12.49141, -9.00818], [14.91984, 14.19374, -8.94142], [18.89075, 10.59705, -11.19889], [19.87005, 11.54833, -12.03570], [27.76858, 3.42292, -19.91060], [29.06837, 2.85246, -19.24523], [30.39418, 2.81970, -20.09265], [30.22698, 1.87292, -21.14531], [30.81704, 0.55546, -20.93021], [29.33352, 3.56502, -18.04498], [27.98843, 4.41408, -20.30729], [26.86324, 3.52572, -19.31235], [27.58697, 2.86094, -20.82673], [28.80296, 1.86834, -18.85904], [31.28549, 2.60616, -19.50267], [30.50537, 3.81023, -20.53377], [30.32249, 0.00132, -21.72799], [30.37011, 0.15258, -20.02134], [31.90671, 0.57497, -20.91249], [29.85329, 4.40333, -18.26220], [28.41045, 3.93303, -17.86441], [22.41043, 8.58674, -21.10122], [23.22160, 9.46534, -20.14489], [24.08184, 10.47760, -20.82313], [24.86833, 11.09685, -19.84565], [25.87124, 12.05304, -20.27657], [22.31061, 10.00323, -19.16469], [23.05659, 8.38819, -21.95630], [21.56564, 9.12267, -21.53389], [22.04784, 7.72827, -20.53585], [23.82701, 8.81165, -19.51698], [23.54794, 11.23253, -21.40030], [24.70115, 10.01161, -21.58955], [25.35464, 12.95742, -20.59803], [26.40982, 11.67760, -21.14667], [26.55844, 12.34455, -19.48229], [22.93570, 10.25690, -18.41303], [21.77775, 9.25224, -18.74974], [22.34722, -0.24860, -11.34133], [22.98415, 0.90173, -12.12749], [24.26216, 0.57077, -12.58247], [21.43720, 0.07113, -10.83366], [23.05467, -0.60596, -10.59306], [22.03943, -1.09151, -11.96009], [23.00366, 1.82506, -11.54854], [22.44687, 1.12585, -13.04902], [24.10422, 0.25910, -13.47662], [17.75517, 5.57378, -8.04239], [18.77437, 5.42996, -9.14477], [18.20439, 5.93205, -10.31577], [18.16233, 5.24583, -7.08597], [16.94018, 4.89748, -8.30027], [17.28319, 6.54447, -7.89042], [19.03773, 4.37235, -9.15840], [19.63108, 6.02049, -8.82011], [18.85703, 5.97855, -11.01826], [16.61803, 1.65253, -17.23569], [17.45557, 2.48146, -16.25001], [18.62563, 2.89510, -16.83373], [15.61641, 1.62911, -16.80640], [16.86579, 0.59721, -17.34992], [16.49080, 2.16734, -18.18801], [17.74741, 1.96576, -15.33514], [16.93938, 3.38758, -15.93286], [19.05729, 3.58123, -16.31945]], "forces_ev_per_angstrom": [[-0.029, -0.358, -0.046], [-0.053, 0.061, -0.337], [-0.326, 0.044, 0.187], [-0.273, -1.974, 0.512], [0.007, 2.982, -0.893], [-0.219, -1.008, -1.527], [-0.279, 0.131, 2.488], [1.083, 0.110, -0.436], [-0.215, 0.301, -0.177], [-0.230, 0.700, 0.168], [0.109, 0.959, -0.657], [-0.291, -0.367, 0.971], [-0.322, 0.965, -0.466], [0.949, -1.605, 0.381], [-0.078, -0.087, -0.058], [-0.013, 0.104, -0.118], [0.045, -0.003, 0.116], [-0.709, 0.563, -0.028], [0.206, -0.049, 0.075], [-0.303, -0.314, 0.195], [0.303, -0.605, -0.033], [0.351, -0.451, 0.103], [0.091, 0.135, -0.474], [0.061, -0.484, 0.141], [0.082, 0.199, -0.153], [1.686, -0.088, -1.623], [-0.326, -0.839, -0.434], [-1.892, -0.972, -0.589], [0.945, 0.163, 0.248], [-1.960, 1.170, -0.077], [-0.183, 1.503, 1.258], [0.131, 0.373, 0.166], [0.250, -0.526, 0.341], [-0.436, -0.284, 0.157], [0.264, -0.597, -0.688], [-0.172, -0.087, 0.366], [0.101, 0.113, -0.221], [0.863, -0.296, -0.173], [0.443, -0.125, 0.393], [-0.116, -0.099, -0.168], [0.462, 0.291, 0.001], [-0.076, 0.303, 1.054], [0.679, 0.851, -0.298], [-1.418, -1.225, -0.413], [0.532, 0.736, -0.790], [1.591, 0.678, 1.347], [-1.538, -0.334, -0.806], [0.414, 0.715, 0.949], [-0.127, -0.874, 0.082], [-0.118, 0.149, 0.308], [0.119, -0.233, -0.522], [0.995, -0.409, -0.530], [-0.698, 0.121, 0.194], [0.307, -0.488, 0.076], [0.021, 0.190, -0.044], [0.242, -0.159, 0.098], [-0.188, -0.493, 0.198], [-0.246, 0.935, 0.475], [-0.544, -0.185, -0.272], [-0.154, 0.354, 0.028], [-1.295, -0.344, -0.182], [1.250, -0.064, -0.274], [0.027, 0.166, 0.103], [-0.028, -0.007, 0.013], [0.296, 0.048, -0.204], [0.220, -0.040, 0.221], [-0.836, 0.178, 0.294], [0.560, -0.232, 0.010], [-0.891, -0.715, 0.224], [-0.081, 0.707, 1.529], [-0.139, 0.095, -0.775], [0.070, -0.043, -0.016], [-0.190, -0.058, 0.225], [0.452, 0.233, -0.330], [0.216, -0.100, -0.507], [0.538, 0.012, -0.349], [0.037, -0.124, -0.012], [-0.701, 0.448, 1.046], [-0.747, -0.332, 0.038], [1.953, 0.394, -1.504], [-0.194, -0.031, 0.051], [0.580, 0.257, -0.124], [0.403, -0.118, -0.030], [-0.528, -0.575, 0.304], [-0.691, -0.028, 0.098], [-0.077, -0.004, 0.129]], "lowdin_charge": [0.9987, 0.9718, 0.9739, 0.2140, -0.2161, -0.1856, -0.1878, -0.1299, -0.0459, -0.4549, -0.2110, -0.1726, -0.0817, 0.0332, 0.0869, 0.0727, 0.0881, 0.1431, 0.1223, 0.1270, 0.0864, 0.0924, 0.0887, 0.0773, 0.0680, -0.0488, -0.4299, -0.1699, -0.2006, -0.0510, 0.0153, 0.0718, 0.0731, 0.0789, 0.1311, 0.1238, 0.1226, 0.0955, 0.0815, 0.0932, 0.0675, 0.0523, -0.0373, -0.4498, -0.2181, -0.2088, -0.0656, 0.0904, 0.0826, 0.0915, 0.0838, 0.1409, 0.1441, 0.1301, 0.0910, 0.0900, 0.0696, 0.0705, 0.0862, -0.0758, -0.3466, -0.0882, 0.0714, 0.0758, 0.0759, 0.0996, 0.1067, 0.0851, -0.0961, -0.3602, -0.0625, 0.0776, 0.0790, 0.0778, 0.1103, 0.0977, 0.0779, -0.0574, -0.3292, -0.0369, 0.0741, 0.0785, 0.0815, 0.1185, 0.1173, 0.0920]}

=====

[2]
{"formula": "C6H14NS", "method": "ωB97M-V/def2-TZVPD", "e_homo_ev": -2.304, "smiles": "CCCNCCC[S-]", "charge": -1, "orbital_gap_ev": 5.46, "spin_multiplicity": 1, "e_above_lowest_kcal_mol": 25.3, "symbols": ["C", "C", "C", "N", "C", "C", "C", "S", "H", "H", "H", "H", "H", "H", "H", "H", "H", "H", "H", "H", "H", "H"], "positions_angstrom": [[-1.22201, 0.58450, -3.30368], [-0.18692, 0.53256, -2.17989], [-0.71644, -0.38833, -1.03233], [0.29873, -0.97354, -0.21326], [0.19849, -0.99347, 1.28280], [1.36202, -0.31524, 2.02606], [0.69672, 0.67970, 3.11048], [0.28269, -0.21661, 4.67010], [-1.16418, 1.36713, -4.06163], [-1.27386, -0.37049, -3.83828], [-2.16528, 0.76039, -2.74173], [-0.05106, 1.52723, -1.75021], [0.78151, 0.25971, -2.60944], [-1.26014, -1.20606, -1.56219], [-1.40167, 0.32298, -0.55134], [1.21795, -0.63734, -0.45965], [-0.74172, -0.55867, 1.60968], [0.05818, -2.02877, 1.57738], [2.05591, 0.25273, 1.39323], [1.99011, -0.98310, 2.61887], [1.46910, 1.38572, 3.39775], [-0.22812, 0.99898, 2.61727]], "forces_ev_per_angstrom": [[-0.956, -0.012, 0.824], [0.390, 0.110, -0.257], [0.144, 0.199, -1.771], [0.851, 0.218, 0.974], [0.122, -0.582, -0.849], [-0.932, 0.936, 1.385], [0.922, -2.173, -0.273], [-0.168, 0.089, -0.337], [0.467, 0.151, 0.233], [-0.130, 0.068, 0.221], [0.057, -0.267, -0.784], [0.082, 0.090, -0.078], [0.074, -0.386, 0.328], [-0.278, 0.527, 0.538], [-0.237, -0.708, 0.582], [-0.098, 0.132, -0.061], [-0.171, 0.451, -0.195], [0.391, -0.264, 0.197], [-0.347, 0.011, -0.433], [-0.210, -0.290, -0.202], [-0.402, 0.763, -0.366], [0.431, 0.937, 0.324]], "lowdin_charge": [-0.1415, -0.2696, -0.2755, -0.0812, -0.2371, -0.2815, -0.7584, 0.0203, 0.0577, 0.0671, 0.0746, 0.0983, 0.0948, 0.1062, 0.1143, 0.0768, 0.0833, 0.0918, 0.0783, 0.0615, 0.0047, 0.0151]}

=====

[3]
{"formula": "C4H6Cl3O4Y", "method": "ωB97M-V/def2-TZVPD", "e_homo_ev": -2.421, "charge": -2, "orbital_gap_ev": 8.04, "spin_multiplicity": 1, "e_above_lowest_kcal_mol": 0.0, "symbols": ["Y", "C", "C", "O", "O", "H", "H", "H", "C", "C", "O", "O", "H", "H", "H", "Cl", "Cl", "Cl"], "positions_angstrom": [[0.81019, 0.51410, -0.06008], [1.10412, -2.68947, -2.78643], [1.15445, -1.67934, -1.67499], [2.00428, -0.74368, -1.64875], [0.23943, -1.72789, -0.80564], [2.09953, -3.09520, -2.97695], [0.68016, -2.20278, -3.66072], [0.47599, -3.51731, -2.45917], [-2.23602, 1.88686, 2.76425], [-1.17044, 1.40051, 1.81986], [-1.15595, 0.18255, 1.47210], [-0.31357, 2.20406, 1.37298], [-3.19762, 1.91407, 2.24178], [-2.00589, 2.89395, 3.10764], [-2.37452, 1.20081, 3.59937], [-0.91755, 1.32014, -2.08226], [2.20949, -0.50675, 2.00379], [2.59393, 2.64536, -0.22677]], "forces_ev_per_angstrom": [[-0.286, 0.833, 0.690], [0.400, -0.506, 0.359], [-0.726, 0.759, 0.765], [0.300, -0.366, -0.547], [0.131, -0.057, -0.052], [0.024, 0.252, -0.294], [0.090, -0.047, -0.159], [-0.163, 0.104, -0.147], [-0.479, 0.182, 0.103], [0.776, -0.736, -0.754], [-0.148, 0.191, -0.003], [-0.119, 0.146, 0.105], [0.117, 0.009, -0.106], [0.030, -0.047, 0.083], [0.193, -0.014, 0.042], [0.287, -0.204, 0.297], [-0.139, 0.002, -0.222], [-0.287, -0.500, -0.159]], "lowdin_charge": [0.9474, -0.0151, -0.7572, -0.1656, -0.1396, 0.0696, 0.0792, 0.0683, -0.0249, -0.7591, -0.1476, -0.1607, 0.0725, 0.0659, 0.0672, -0.3925, -0.3647, -0.4433]}

=====

[4]
{"formula": "C2", "method": "ωB97M-V/def2-TZVPD", "e_homo_ev": [-2.388, -1.997], "charge": -1, "orbital_gap_ev": [8.69, 6.70], "spin_multiplicity": 2, "e_above_lowest_kcal_mol": 69.8, "symbols": ["C", "C"], "positions_angstrom": [[0.09154, 0.72790, 0.45354], [-0.09154, -0.72790, -0.45354]], "forces_ev_per_angstrom": [[-0.993, -7.894, -4.919], [0.993, 7.894, 4.919]], "lowdin_charge": [-0.5000, -0.5000]}

=====

Calculated total energy (eV)
-69243.9762; -18774.0874; -51056.9218; -2065.9415